ORCA calculation (ωB97M-V/def2-TZVPD) on a molecular structure, C10H19AlBrCl3NO2.

Results
Total charge: -1
HOMO-LUMO gap (eV): 7.92
LUMO (eV): 2.344
HOMO level (eV): -5.572
2S+1: 1

Last column: Mulliken charge in e.
Geometry (Å):
C: -3.61 -2.05 -0.97  -0.993
C: -2.20 -2.54 -0.77  0.661
Cl: -1.76 -3.84 -1.88  -0.266
C: -1.36 -2.07 0.15  -0.113
Cl: 0.25 -2.77 0.24  -0.239
Al: -1.60 -0.51 1.42  -0.253
Br: -0.62 -1.22 3.49  -0.543
C: -3.51 -0.09 1.94  -0.460
C: -3.67 1.35 2.27  -0.184
N: -4.23 2.28 1.62  -0.760
C: -0.53 1.08 0.86  -0.728
C: -0.47 1.48 -0.60  0.099
C: 0.38 0.56 -1.45  -0.718
Cl: -2.16 1.52 -1.32  -0.254
H: -4.23 -2.26 -0.10  0.247
H: -3.61 -0.97 -1.14  0.172
H: -4.06 -2.54 -1.83  0.407
H: -3.67 -0.67 2.86  0.286
H: -4.24 -0.39 1.20  0.333
H: -3.20 1.65 3.22  0.405
H: -4.62 1.91 0.74  0.259
H: -0.85 1.94 1.46  0.389
H: 0.50 0.86 1.17  0.345
H: -0.13 2.51 -0.72  0.452
H: 1.41 0.63 -1.09  -0.093
H: 0.04 -0.47 -1.37  0.141
H: 0.36 0.86 -2.50  0.403
C: 4.38 0.09 -0.38  -0.136
C: 5.68 -0.04 -1.13  -0.540
O: 6.53 1.09 -0.90  -0.536
O: 3.68 1.27 -0.74  -0.501
H: 3.72 -0.75 -0.60  0.239
H: 4.58 0.08 0.71  0.253
H: 5.49 -0.05 -2.20  0.292
H: 6.18 -0.98 -0.86  0.304
H: 6.82 1.06 0.02  0.320
H: 4.33 1.98 -0.81  0.309


ORCA calculation (ωB97M-V/def2-TZVPD) on 5 unconnected molecules or ions with the total composition C10H19BBrCl8N4O3.

Results
Total charge: +1
HOMO-LUMO gap (eV): 9.44
LUMO (eV): -3.149
HOMO level (eV): -12.586
2S+1: 1

Last column: Mulliken charge in e.
Geometry (Å):
C: 7.04 1.13 0.89  -0.940
C: 6.07 1.80 -0.15  -0.176
O: 4.71 1.50 0.31  -0.334
B: 3.74 2.19 -0.35  0.313
O: 3.85 2.58 -1.69  -0.418
N: 2.49 2.49 0.46  0.089
C: 2.27 3.31 1.50  -0.014
N: 0.96 3.13 1.82  -0.655
C: 0.43 2.21 0.99  0.448
N: -0.81 1.72 0.98  -0.056
C: -1.14 0.68 -0.01  -0.743
C: -0.50 -0.68 0.47  0.465
O: 0.57 -1.05 0.20  -0.360
Br: -1.58 -1.84 1.64  -0.106
N: 1.40 1.81 0.10  -0.066
H: 7.73 0.42 0.39  0.292
H: 6.42 0.57 1.62  0.275
H: 7.57 1.92 1.45  0.300
H: 6.29 2.88 -0.21  0.322
H: 6.19 1.32 -1.14  0.244
H: 3.64 1.83 -2.26  0.323
H: 3.03 3.94 1.97  0.404
H: -1.49 2.04 1.66  0.282
H: -2.25 0.63 -0.06  0.442
H: -0.80 0.99 -1.02  0.340
H: 1.40 1.14 -0.66  0.317
C: -5.12 -3.04 1.36  0.142
Cl: -6.48 -3.05 2.48  -0.150
Cl: -5.56 -2.31 -0.19  -0.172
H: -4.31 -2.46 1.81  -0.155
H: -4.79 -4.06 1.19  0.315
C: -2.00 -2.57 -2.11  0.055
Cl: -1.19 -1.13 -2.78  -0.114
Cl: -2.63 -3.60 -3.38  -0.149
H: -1.28 -3.13 -1.52  0.282
H: -2.82 -2.24 -1.47  -0.032
C: -0.40 -0.77 -6.72  -0.149
Cl: 0.96 -1.26 -7.72  -0.142
Cl: 0.11 0.34 -5.44  -0.164
H: -1.13 -0.27 -7.34  0.291
H: -0.84 -1.65 -6.26  0.160
C: -6.03 -1.60 5.78  -0.144
Cl: -4.34 -1.28 5.33  -0.147
Cl: -6.62 -0.42 6.95  -0.151
H: -6.64 -1.55 4.89  0.142
H: -6.09 -2.59 6.22  0.295